Entry 1:
Entry from the OMol25 dataset: C7H17N2O2P in the gas phase in a non-equilibrium geometry (ωB97M-V/def2-TZVPD).

Last column: Mulliken charge in e.
Atoms and positions in Å:
C1 0.222 -0.087 -0.184  0.645
C2 -2.227 2.929 0.212  -1.556
C3 -3.161 0.663 -0.244  -1.407
C4 3.623 -1.468 -0.008  -1.047
C5 0.685 1.317 -0.179  -1.137
C6 -1.859 1.547 -0.293  0.973
C7 -0.649 1.118 0.490  -1.021
N1 -0.303 -0.668 -1.399  -0.389
N2 2.129 -3.240 1.530  -0.597
O1 0.982 -1.068 0.558  -0.337
O2 1.432 -3.131 -1.061  -0.694
P1 2.004 -2.381 0.135  0.775
H1 -2.964 3.212 -0.428  0.536
H2 -1.248 3.599 0.195  0.289
H3 -2.678 2.860 1.274  0.279
H4 -3.102 -0.293 -0.657  0.376
H5 -4.058 1.229 -0.672  0.332
H6 -3.557 0.446 0.795  0.319
H7 3.523 -0.820 0.837  0.348
H8 4.452 -2.231 0.020  0.312
H9 3.713 -0.883 -0.798  0.388
H10 0.636 1.849 -1.224  0.201
H11 1.427 1.506 0.435  0.510
H12 -1.421 1.767 -1.327  0.150
H13 -0.589 1.154 1.487  0.797
H14 -0.708 -1.545 -1.187  0.216
H15 0.074 -0.799 -2.337  0.174
H16 2.295 -2.711 2.373  0.278
H17 1.327 -3.869 1.655  0.287

Values from the calculation:
HOMO energy (eV): -8.44
Strongest force on any atom (hartree/bohr): 0.121
Energy above the lowest of the compared OMol25 structures with the same formula, charge and spin (kcal per mole): 47.5
Gap between HOMO and LUMO (eV): 9.2
Total charge: 0
LUMO level (eV): 0.740
SMILES: CC(C)[C@@H]1C[C@@]1(N)O[P@@](C)(N)=O

Entry 2:
Entry from the OMol25 dataset: 2 unconnected molecules or ions with the total composition C10H16O in a non-equilibrium geometry (ωB97M-V/def2-TZVPD).

Last column: Mulliken charge in e.
Atoms and positions in Å:
C1 0.923 2.357 1.409  -1.366
C2 -2.445 2.007 -0.298  -0.672
C3 -2.103 1.759 -1.619  0.873
C4 -1.474 2.013 0.704  -0.232
C5 -0.123 2.005 0.396  0.312
C6 -0.766 1.536 -1.935  -0.677
C7 0.166 1.734 -0.939  -0.312
O1 -3.088 1.731 -2.553  -0.538
H1 -3.495 1.964 -0.035  0.353
H2 -1.919 2.086 1.691  0.357
H3 -0.562 1.279 -2.969  0.254
H4 -2.770 1.437 -3.417  0.295
H5 0.422 2.853 2.240  0.378
H6 1.718 3.011 1.058  0.365
H7 1.215 1.616 -1.209  0.355
H8 1.379 1.489 1.885  0.261
C8 1.618 -3.018 0.840  -0.228
C9 1.602 -1.605 0.284  -1.164
C10 0.432 -3.876 0.393  -1.038
H9 2.574 -3.480 0.590  0.333
H10 1.558 -2.930 1.927  0.227
H11 0.748 -1.047 0.681  0.251
H12 0.773 -4.862 0.074  0.280
H13 1.675 -1.449 -0.786  0.371
H14 2.428 -1.026 0.725  0.363
H15 -0.248 -4.144 1.213  0.283
H16 -0.238 -3.440 -0.350  0.317

Values from the calculation:
HOMO energy (eV): -8.36
Strongest force on any atom (hartree/bohr): 0.033
Energy above the lowest of the compared OMol25 structures with the same formula, charge and spin (kcal per mole): 27.5
Gap between HOMO and LUMO (eV): 9.2
Total charge: 0
LUMO level (eV): 0.817
SMILES: Cc1ccc(O)cc1.CCC

Entry 3:
Entry from the OMol25 dataset: a molecular structure, C2H4N4O in a non-equilibrium geometry (ωB97M-V/def2-TZVPD).

Last column: Mulliken charge in e.
Atoms and positions in Å:
C1 0.057 -0.128 0.488  0.779
C2 -0.968 0.732 -0.261  -1.115
N1 0.198 -1.400 0.089  -0.119
N2 1.317 0.527 -0.804  -0.288
N3 0.991 -1.637 -0.795  -0.218
N4 1.443 -0.502 -1.445  0.021
O1 0.009 0.142 1.785  -0.419
H1 -0.527 1.103 -1.178  0.391
H2 -1.202 1.504 0.446  0.279
H3 -1.805 0.169 -0.544  0.350
H4 0.486 -0.509 2.219  0.340

Values from the calculation:
HOMO energy (eV): -9.49
Strongest force on any atom (hartree/bohr): 0.086
Energy above the lowest of the compared OMol25 structures with the same formula, charge and spin (kcal per mole): 111.5
Gap between HOMO and LUMO (eV): 8.9
Total charge: 0
LUMO level (eV): -0.601

Entry 4:
Entry from the OMol25 dataset: a molecular structure, C47H30CaCl2N9O6 in a non-equilibrium geometry (ωB97M-V/def2-TZVPD).

Last column: Mulliken charge in e.
Atoms and positions in Å:
Ca1 -0.144 0.230 0.234  3.138
Cl1 -0.989 7.072 -0.731  -0.265
C1 -0.317 5.483 -0.815  -0.182
C2 -1.131 4.385 -0.630  -0.514
C3 -0.614 3.084 -0.678  -0.409
N1 -1.357 1.958 -0.520  0.496
C4 -2.673 1.935 -0.698  -0.612
O1 -3.421 2.819 -1.140  -0.812
C5 -3.279 0.604 -0.342  0.561
C6 -4.668 0.517 -0.241  -1.254
C7 -5.237 -0.705 0.051  -0.462
C8 -4.397 -1.794 0.235  -1.023
C9 -3.027 -1.601 0.130  -0.451
N2 -2.480 -0.435 -0.151  0.616
C10 0.780 2.905 -0.905  -0.334
C11 1.576 4.040 -1.106  -0.640
C12 1.042 5.310 -1.060  0.051
Cl2 2.077 6.676 -1.292  -0.261
N3 1.345 1.664 -0.884  0.552
C13 2.200 1.347 -1.853  -0.504
O2 2.245 1.845 -2.983  -0.742
C14 3.205 0.279 -1.522  -0.012
C15 4.510 0.450 -1.993  -0.926
C16 5.451 -0.525 -1.729  -0.689
C17 5.058 -1.655 -1.025  -0.979
C18 3.747 -1.725 -0.590  0.209
N4 2.847 -0.782 -0.819  0.880
H1 -2.187 4.527 -0.459  0.605
H2 -5.252 1.414 -0.390  0.544
H3 -6.310 -0.807 0.140  0.427
H4 -4.798 -2.771 0.455  0.448
H5 -2.330 -2.415 0.280  0.403
H6 2.631 3.910 -1.295  0.552
H7 4.760 1.341 -2.548  0.592
H8 6.475 -0.412 -2.061  0.406
H9 5.754 -2.453 -0.812  0.484
H10 3.389 -2.571 -0.018  -0.007
C19 -0.998 0.348 -3.202  -1.454
O3 -0.466 -0.445 -2.164  0.423
C20 0.253 -1.530 -2.522  1.106
C21 0.584 -1.845 -3.836  -0.917
C22 1.265 -3.014 -4.138  -0.861
C23 1.624 -3.892 -3.131  -0.870
C24 1.341 -3.571 -1.818  -0.611
C25 0.679 -2.384 -1.480  -0.361
N5 0.444 -1.977 -0.178  1.335
N6 1.072 -2.676 0.695  -1.169
C26 1.026 -2.424 2.006  -0.484
C27 0.133 -1.485 2.635  0.249
O4 -0.729 -0.835 2.002  -0.536
C28 0.258 -1.335 4.070  -0.703
C29 1.225 -1.944 4.788  -1.028
C30 2.119 -2.874 4.180  0.998
C31 3.122 -3.525 4.912  -1.068
C32 3.944 -4.452 4.319  -0.650
C33 3.767 -4.769 2.972  -0.871
C34 2.809 -4.127 2.230  -0.401
C35 1.974 -3.152 2.802  1.536
H11 -0.216 0.924 -3.708  0.399
H12 -1.696 1.038 -2.733  0.290
H13 -1.537 -0.270 -3.932  0.542
H14 0.336 -1.166 -4.635  0.456
H15 1.514 -3.230 -5.167  0.404
H16 2.137 -4.816 -3.364  0.412
H17 1.635 -4.239 -1.024  0.328
H18 -0.433 -0.642 4.531  0.634
H19 1.332 -1.745 5.849  0.412
H20 3.245 -3.288 5.960  0.421
H21 4.725 -4.941 4.886  0.388
H22 4.395 -5.519 2.511  0.427
H23 2.670 -4.362 1.187  0.164
O5 1.220 3.771 7.768  -0.670
N7 0.365 3.752 6.883  1.028
O6 -0.683 4.386 6.982  -0.648
C36 0.632 2.981 5.720  -0.677
C37 1.864 2.364 5.665  -0.434
C38 2.274 1.617 4.547  1.221
C39 3.529 0.975 4.478  -0.784
C40 3.852 0.279 3.343  -1.245
C41 2.924 0.228 2.292  0.209
N8 1.758 0.828 2.325  0.689
C42 1.416 1.506 3.422  -0.633
C43 0.106 2.112 3.481  -0.530
N9 -0.689 1.939 2.424  0.875
C44 -1.910 2.410 2.456  -0.058
C45 -2.427 3.104 3.549  -1.372
C46 -1.619 3.333 4.637  -0.739
C47 -0.304 2.836 4.637  1.176
H24 2.531 2.480 6.507  0.583
H25 4.207 1.045 5.318  0.466
H26 4.802 -0.224 3.238  0.551
H27 3.138 -0.322 1.389  -0.088
H28 -2.514 2.243 1.579  0.164
H29 -3.444 3.461 3.535  0.541
H30 -1.996 3.888 5.479  0.548

Values from the calculation:
HOMO energy (eV): -4.17
Strongest force on any atom (hartree/bohr): 0.043
Energy above the lowest of the compared OMol25 structures with the same formula, charge and spin (kcal per mole): 40.5
Gap between HOMO and LUMO (eV): 4.7
Total charge: -1
LUMO level (eV): 0.558

Entry 5:
Entry from the OMol25 dataset: C4H3N3 in the gas phase in a non-equilibrium geometry (ωB97M-V/def2-TZVPD).

Last column: Mulliken charge in e.
Atoms and positions in Å:
C1 1.704 0.037 0.102  0.358
C2 0.340 -0.056 0.159  0.150
C3 -1.743 -0.723 -0.009  -0.199
C4 -1.664 0.685 -0.070  -0.245
H1 -2.451 -1.650 -0.286  0.296
H2 -2.386 1.356 0.333  0.317
H3 -0.253 2.105 -0.280  0.345
N1 2.849 -0.072 -0.109  -0.427
N2 -0.459 -1.168 0.001  -0.488
N3 -0.495 1.031 -0.014  -0.107

Values from the calculation:
HOMO energy (eV): -9.13
Strongest force on any atom (hartree/bohr): 0.208
Energy above the lowest of the compared OMol25 structures with the same formula, charge and spin (kcal per mole): 49.8
Gap between HOMO and LUMO (eV): 9.3
Total charge: 0
LUMO level (eV): 0.214
SMILES: N#Cc1ncc[nH]1

Entry 6:
Entry from the OMol25 dataset: C5H8S in the gas phase in a non-equilibrium geometry (ωB97M-V/def2-TZVPD).

Last column: Mulliken charge in e.
Atoms and positions in Å:
C1 -0.796 -1.380 -0.151  -0.773
C2 -0.804 1.379 0.152  -0.722
C3 0.354 0.646 -0.420  -0.084
C4 1.631 0.002 0.004  -0.389
C5 0.349 -0.657 0.428  -0.056
H1 -1.119 -2.250 0.441  0.348
H2 -0.671 -1.673 -1.178  0.324
H3 -1.097 2.244 -0.490  0.338
H4 -0.697 1.696 1.213  0.302
H5 0.237 0.639 -1.493  0.221
H6 2.223 -0.510 -0.777  0.215
H7 2.253 0.494 0.760  0.227
H8 0.209 -0.628 1.512  0.204
S1 -2.072 -0.003 0.000  -0.155

Values from the calculation:
HOMO energy (eV): -8.42
Strongest force on any atom (hartree/bohr): 0.025
Energy above the lowest of the compared OMol25 structures with the same formula, charge and spin (kcal per mole): 62.3
Gap between HOMO and LUMO (eV): 9.5
Total charge: 0
LUMO level (eV): 1.058
SMILES: C1SC[C@H]2C[C@H]12